A gas-phase ion, C5H12NO (charge -1) in a non-equilibrium geometry. Source: the Open Molecules 2025 dataset; level of theory: ωB97M-V/def2-TZVPD.

SMILES   CNCCCC[O-]
Highest occupied orbital energy   -2.29 eV
Charge   -1
Energy relative to the best compared isomer or geometry (same formula, charge and spin)   198.4 kJ/mol
HOMO-LUMO gap   5.968 eV
Total energy   -327.620478 hartree

Element x y z (Å)
C 2.36036 -1.63808 -0.50486
N 1.84273 -0.64507 -1.45740
C 1.12763 0.44585 -0.77346
C -0.47261 0.57492 -0.98280
C -1.13725 1.19459 0.27120
C -1.40331 0.22232 1.63684
O -2.76393 -0.02309 1.79249
H 3.16561 -1.09518 0.08730
H 1.65298 -1.89942 0.17536
H 2.86448 -2.43895 -0.99931
H 1.23900 -1.24106 -2.06640
H 1.57012 1.46640 -0.99090
H 1.35670 0.36680 0.28868
H -0.52917 1.17177 -1.80707
H -0.78643 -0.41299 -1.22642
H -2.15179 1.60940 0.07155
H -0.46465 1.98738 0.61971
H -0.58565 -0.60911 1.47595
H -0.96777 0.99748 2.35199

Force components x, y, z for each atom (eV/Å):
C 3.13 3.27 -0.59
N -0.58 -1.23 -0.93
C -0.82 1.10 0.24
C 2.60 -0.97 3.05
C -0.39 -1.02 0.48
C -1.05 1.80 -1.88
O 2.92 -0.34 -0.08
H -0.70 -0.74 -0.48
H -2.18 -1.37 2.02
H 0.01 -0.73 -0.40
H 0.17 1.41 0.46
H -0.28 -1.03 -0.37
H -0.33 -0.31 0.25
H -0.72 1.66 -2.45
H -0.78 -0.89 -0.05
H 0.73 -0.23 0.01
H -0.12 0.29 -0.18
H -1.34 0.48 0.57
H -0.26 -1.13 0.33